# 1
Computed, not measured: a cluster of 6 separate species, C30H45N11O7P3S in total, with ωB97M-V/def2-TZVPD.

Geometry as ORCA input:
```
! RIJCOSX wB97M-V def2-TZVPD def2/J DEFGRID3
* xyz 1 1
C 6.007 -2.238 -0.302
C 4.579 -1.679 -0.220
O 4.293 -0.789 0.533
N 3.554 -2.205 -1.087
C 3.213 -1.106 -2.045
C 2.557 -1.645 -3.324
C 1.151 -2.254 -3.103
C 0.017 -1.193 -3.235
N -0.129 -0.427 -1.973
C -0.795 -0.943 -0.952
C -1.459 -2.276 -0.816
P -3.003 -2.455 -1.793
O -2.786 -3.070 -3.103
O -3.820 -1.063 -1.876
O -3.986 -3.464 -0.968
N -0.801 -0.078 0.086
C -0.104 0.971 -0.361
N 0.154 2.025 0.416
N -0.345 2.036 1.722
C 0.064 2.981 2.389
S 0.385 4.394 2.969
N 0.335 0.819 -1.642
P 1.316 1.864 -2.695
P 0.533 3.917 -2.727
O 1.702 4.787 -2.593
O -0.634 4.218 -1.644
O -0.143 4.109 -4.186
H 6.240 -2.723 0.653
H 6.099 -2.906 -1.166
H 6.668 -1.370 -0.421
H 3.998 -2.965 -1.604
H 4.154 -0.607 -2.336
H 2.587 -0.403 -1.484
H 2.437 -0.791 -4.016
H 3.252 -2.334 -3.829
H 1.065 -2.797 -2.152
H 0.980 -2.973 -3.922
H -0.940 -1.677 -3.476
H 0.278 -0.566 -4.096
H -1.695 -2.387 0.255
H -0.777 -3.099 -1.068
H -4.757 -1.326 -1.833
H -3.606 -3.724 -0.115
H 0.706 2.822 0.134
H 1.071 1.401 -4.017
H -0.198 4.691 -0.913
H -0.683 4.922 -4.162
N 1.050 7.699 -4.948
C 0.295 8.832 -4.789
C -0.035 9.295 -6.034
C 0.539 8.407 -6.983
C 1.199 7.433 -6.284
H 1.436 7.150 -4.200
H 0.060 9.208 -3.807
H -0.623 10.174 -6.243
H 0.474 8.477 -8.056
H 1.761 6.577 -6.618
N 2.488 -6.123 -3.441
C 3.422 -6.918 -4.052
C 2.851 -7.446 -5.179
C 1.523 -6.951 -5.255
C 1.328 -6.136 -4.173
H 2.630 -5.613 -2.589
H 4.406 -7.038 -3.632
H 3.333 -8.116 -5.872
H 0.794 -7.168 -6.019
H 0.467 -5.568 -3.860
N -3.101 -0.860 2.630
C -3.792 -1.856 1.993
C -4.428 -2.610 2.946
C -4.113 -2.043 4.207
C -3.297 -0.964 3.979
H -2.539 -0.160 2.175
H -3.771 -1.938 0.922
H -5.051 -3.470 2.759
H -4.449 -2.385 5.172
H -2.841 -0.264 4.659
N -1.611 3.708 5.935
C -2.171 4.532 6.873
C -2.821 3.747 7.787
C -2.641 2.395 7.390
C -1.890 2.402 6.247
H -1.076 4.009 5.141
H -2.061 5.602 6.808
H -3.363 4.101 8.648
H -3.020 1.518 7.888
H -1.529 1.596 5.630
N -1.148 -1.874 6.336
C -1.737 -2.714 7.242
C -1.112 -2.538 8.448
C -0.109 -1.550 8.265
C -0.157 -1.159 6.954
H -1.404 -1.795 5.368
H -2.547 -3.362 6.950
H -1.348 -3.059 9.361
H 0.570 -1.171 9.011
H 0.427 -0.436 6.408
*
```

Gap between HOMO and LUMO = 5.5920 eV
DFT total energy = -101259.424 eV
Highest occupied orbital energy = -9.676 eV

***

# 2
Computed, not measured: a structure of composition C30H46BaBrN3P2, with ωB97M-V/def2-TZVPD.

Geometry as ORCA input:
```
! RIJCOSX wB97M-V def2-TZVPD def2/J DEFGRID3
* xyz 2 1
N 2.831 -4.818 -5.617
C 3.149 -5.106 -4.358
C 2.252 -4.929 -3.300
C 0.968 -4.392 -3.572
C 0.682 -4.040 -4.915
C 1.631 -4.324 -5.908
C -0.041 -4.328 -2.509
Ba -0.314 -3.636 0.054
P -3.421 -1.670 2.546
C -1.132 -3.432 -2.463
C -1.086 -1.983 -2.501
C -2.247 -1.204 -2.789
C -2.262 0.159 -2.710
C -1.149 0.901 -2.098
C 0.095 0.116 -2.053
C 0.102 -1.246 -2.215
Br -1.790 1.155 -0.044
H -0.148 -5.293 -1.954
H -2.147 -3.863 -2.457
H 2.563 -5.202 -2.290
H -0.274 -3.601 -5.203
H 4.150 -5.506 -4.182
H 1.399 -4.140 -6.963
H -3.140 -1.753 -3.108
H 1.053 -1.797 -2.150
H -3.164 0.718 -2.960
H 1.025 0.634 -1.793
P -0.959 2.710 -2.558
C -2.305 -2.876 1.839
C -2.484 -4.280 2.424
H -1.293 -2.465 2.063
H -2.568 -2.850 0.752
H -1.648 -4.958 2.164
H -2.538 -4.241 3.522
H -3.415 -4.740 2.062
C -4.270 -1.042 1.019
C -5.372 -0.033 1.331
H -4.684 -1.925 0.504
H -3.503 -0.570 0.374
H -5.967 0.154 0.429
H -6.061 -0.393 2.106
H -4.957 0.930 1.650
C -2.279 -0.291 3.029
C -2.781 0.435 4.274
H -2.198 0.410 2.177
H -1.277 -0.712 3.216
H -2.264 1.393 4.388
H -3.857 0.638 4.230
H -2.588 -0.154 5.178
C 0.274 3.342 -1.390
C 0.078 4.783 -0.929
H 1.256 3.216 -1.863
H 0.249 2.660 -0.530
H 0.326 5.489 -1.733
H -0.945 4.977 -0.581
H 0.756 4.983 -0.088
C -2.571 3.537 -2.442
C -3.386 3.542 -3.741
H -2.378 4.568 -2.109
H -3.119 3.032 -1.635
H -3.050 4.347 -4.406
H -3.316 2.592 -4.286
H -4.445 3.713 -3.516
C -0.396 3.039 -4.245
C 1.109 3.115 -4.483
H -0.870 3.991 -4.536
H -0.851 2.259 -4.872
H 1.552 2.112 -4.515
H 1.289 3.599 -5.451
H 1.627 3.707 -3.720
N 5.125 -0.148 1.841
C 4.016 -0.740 1.334
C 2.760 -0.096 1.411
C 1.642 -0.738 0.908
N 1.696 -2.000 0.389
C 2.923 -2.585 0.237
C 4.091 -1.995 0.690
H 5.062 0.736 2.324
H 6.032 -0.592 1.804
H 2.670 0.886 1.876
H 0.664 -0.246 0.888
H 2.921 -3.560 -0.270
H 5.048 -2.505 0.574
*
```

Gap between HOMO and LUMO (alpha / beta) = 5.5811 / 5.5628 eV
DFT total energy = -125625.960 eV
Highest occupied orbital energy (alpha / beta) = -11.910 / -11.967 eV
Energy above the lowest of the compared OMol25 structures with the same formula, charge and spin = 157.2 kJ/mol

***

# 3
Computed, not measured: a structure of composition C30H46BrN6O5Si2TeW, with ωB97M-V/def2-TZVPD.

Geometry as ORCA input:
```
! RIJCOSX wB97M-V def2-TZVPD def2/J DEFGRID3
* xyz 3 3
W 0.478 -0.606 0.003
N 0.330 -0.090 2.147
C 1.613 0.141 2.934
C 2.613 0.948 2.100
C 3.102 0.013 1.022
O 3.959 -0.786 1.192
O 2.310 0.038 -0.140
H -0.224 0.761 2.212
H -0.204 -0.843 2.584
H 2.028 -0.828 3.193
H 1.363 0.659 3.856
H 3.459 1.268 2.702
H 2.113 1.821 1.681
C 1.831 3.207 -1.122
O 0.677 2.537 -0.557
C -0.470 3.277 -0.602
C -0.526 4.592 -1.039
C -1.745 5.254 -1.090
Br -1.804 7.028 -1.661
C -2.911 4.596 -0.764
C -2.856 3.273 -0.320
C -1.626 2.640 -0.178
O -1.489 1.377 0.391
C -4.134 2.575 -0.119
N -4.477 1.397 -0.641
C -5.820 1.122 -0.345
C -6.649 0.061 -0.695
C -7.948 0.132 -0.243
C -8.408 1.217 0.531
C -7.586 2.270 0.867
C -6.278 2.194 0.400
N -5.190 3.071 0.520
H 2.100 4.067 -0.510
H 1.612 3.521 -2.141
H 2.638 2.493 -1.129
H 0.366 5.120 -1.341
H -3.865 5.089 -0.907
H -2.375 1.063 0.621
H -6.303 -0.764 -1.304
H -8.640 -0.660 -0.496
H -9.438 1.225 0.863
H -7.942 3.109 1.452
H -5.190 3.951 1.016
C -2.806 -4.507 1.801
N -2.667 -3.367 0.869
C -3.659 -3.152 -0.080
C -3.622 -2.125 -0.924
C -2.495 -1.211 -0.915
N -1.453 -1.498 0.007
C -1.607 -2.528 0.952
O -0.762 -2.666 1.846
N -2.516 -0.180 -1.679
H -3.793 -4.481 2.257
H -2.054 -4.422 2.573
H -2.683 -5.442 1.257
H -4.466 -3.873 -0.071
H -4.400 -1.968 -1.657
H -3.879 0.853 -1.262
H -1.685 0.398 -1.587
C -0.196 -3.786 -2.344
Si 1.328 -2.757 -2.611
C 0.704 -0.925 -2.623
C 2.003 -3.058 -4.291
C 2.646 -3.031 -1.289
Te 1.773 -2.943 0.651
C 0.983 -4.907 0.534
Si 2.218 -5.891 1.663
C 3.924 -5.710 0.954
C 2.094 -5.039 3.327
C 1.687 -7.646 1.770
H -1.000 -3.393 -2.977
H -0.554 -3.818 -1.318
H -0.019 -4.819 -2.665
H -0.330 -0.923 -2.968
H 1.309 -0.369 -3.345
H 0.794 -0.202 -1.780
H 1.241 -2.874 -5.057
H 2.327 -4.099 -4.392
H 2.861 -2.415 -4.503
H 3.445 -2.289 -1.308
H 3.091 -4.022 -1.403
H 0.970 -5.215 -0.508
H -0.016 -4.948 0.969
H 4.296 -4.682 0.923
H 4.006 -6.140 -0.049
H 4.613 -6.264 1.599
H 2.951 -4.386 3.512
H 2.075 -5.782 4.128
H 1.179 -4.445 3.421
H 1.652 -8.132 0.791
H 0.707 -7.745 2.245
H 2.412 -8.192 2.385
*
```

Gap between HOMO and LUMO (alpha / beta) = 6.1342 / 6.4786 eV
DFT total energy = -145929.363 eV
Highest occupied orbital energy (alpha / beta) = -15.926 / -15.929 eV
⟨S²⟩ = 2.038

***

# 4
Computed, not measured: a structure of composition C30H46CrO2P2, with ωB97M-V/def2-TZVPD.

Geometry as ORCA input:
```
! RIJCOSX wB97M-V def2-TZVPD def2/J DEFGRID3
* xyz 1 4
Cr -0.033 0.153 -0.333
C 1.496 0.761 -1.692
C 0.343 1.604 -1.870
C 1.094 1.870 0.316
C 1.972 0.941 -0.347
C 0.083 2.271 -0.623
C 2.156 -0.081 -2.731
H 1.455 -0.355 -3.527
H 2.554 -1.005 -2.291
H 2.998 0.454 -3.194
C 3.179 0.302 0.232
H 3.689 -0.317 -0.512
H 2.891 -0.357 1.063
H 3.874 1.050 0.632
C 1.224 2.378 1.705
H 2.174 2.910 1.849
H 1.196 1.541 2.414
H 0.393 3.043 1.958
C -0.973 3.291 -0.359
H -0.570 4.309 -0.471
H -1.360 3.201 0.665
H -1.813 3.185 -1.054
C -0.384 1.838 -3.148
H 0.026 2.711 -3.674
H -1.445 2.039 -2.970
H -0.288 0.980 -3.821
C -3.804 -5.471 -1.870
C -3.572 -4.926 -3.071
C -4.606 -4.466 -4.056
C -5.939 -3.931 -3.467
C -5.788 -2.900 -2.383
C -5.639 -3.132 -1.071
C -5.663 -4.476 -0.399
C -5.147 -5.680 -1.230
H -4.858 -5.284 -4.756
H -6.577 -4.775 -3.168
H -4.163 -3.669 -4.672
H -5.918 -5.997 -1.947
H -2.963 -5.883 -1.294
H -2.548 -4.918 -3.461
H -5.034 -6.516 -0.520
H -5.056 -4.412 0.517
H -5.632 -2.283 -0.377
H -6.688 -4.722 -0.065
H -6.463 -3.437 -4.302
H -5.876 -1.864 -2.738
P -0.646 -2.182 -0.822
C 0.264 -3.635 -0.276
C -1.177 -2.410 -2.546
P -2.317 -0.334 0.462
C -2.237 -2.148 0.118
C -3.578 0.259 -0.708
C -2.902 -0.129 2.153
H 0.674 -3.432 0.726
H 1.100 -3.809 -0.969
H -0.401 -4.513 -0.248
H -1.932 -3.203 -2.632
H -0.301 -2.666 -3.155
H -1.598 -1.479 -2.948
H -3.794 -0.752 2.323
H -3.140 0.932 2.316
H -2.096 -0.418 2.845
H -2.145 -2.718 1.056
H -3.094 -2.495 -0.488
H -3.879 1.273 -0.415
H -4.451 -0.409 -0.717
H -3.163 0.316 -1.724
O 0.786 -1.991 4.370
C 1.504 -1.205 3.717
O 1.320 -0.782 2.522
C 2.746 -0.686 4.436
C 3.454 0.372 3.850
C 4.602 0.905 4.435
C 5.090 0.388 5.642
C 4.394 -0.674 6.256
C 3.232 -1.204 5.665
H 3.087 0.772 2.905
H 5.096 1.727 3.920
H 5.994 0.808 6.091
H 4.768 -1.082 7.201
H 2.675 -2.022 6.138
*
```

Gap between HOMO and LUMO (alpha / beta) = 5.2059 / 6.3663 eV
DFT total energy = -82943.761 eV
Highest occupied orbital energy (alpha / beta) = -10.069 / -10.071 eV
⟨S²⟩ = 3.939
Energy above the lowest of the compared OMol25 structures with the same formula, charge and spin = 0.0 kJ/mol

***

# 5
Computed, not measured: a cluster of 3 separate species, C30H46F2NO2 in total, with ωB97M-V/def2-TZVPD.

Geometry as ORCA input:
```
! RIJCOSX wB97M-V def2-TZVPD def2/J DEFGRID3
* xyz 0 2
C -5.348 -0.906 -1.724
C -4.055 -0.512 -2.430
C -3.397 -1.664 -3.201
C -1.865 -1.568 -3.226
C -1.177 -2.601 -2.337
C 0.326 -2.322 -2.162
C 0.751 -2.009 -0.711
C 0.358 -3.236 0.174
O -0.848 -3.106 0.899
C -0.754 -3.026 2.315
C -1.729 -1.999 2.849
C 0.051 -0.730 -0.203
C 0.791 0.619 -0.261
C 0.620 1.307 -1.614
C 0.219 1.518 0.835
N 2.262 0.468 -0.037
O 2.862 1.496 0.424
C 2.854 -0.850 0.293
C 4.357 -0.736 0.083
C 2.557 -1.190 1.760
C 2.278 -1.850 -0.706
H -5.988 -1.498 -2.383
H -5.919 -0.032 -1.405
H -5.136 -1.510 -0.839
H -3.343 -0.120 -1.696
H -4.269 0.310 -3.121
H -3.788 -1.699 -4.221
H -3.695 -2.609 -2.733
H -1.570 -0.571 -2.879
H -1.471 -1.653 -4.243
H -1.340 -3.598 -2.754
H -1.666 -2.605 -1.357
H 0.601 -1.468 -2.791
H 0.929 -3.163 -2.518
H 0.232 -4.095 -0.494
H 1.173 -3.485 0.861
H -0.988 -4.010 2.738
H 0.274 -2.784 2.607
H -1.419 -0.978 2.624
H -2.714 -2.164 2.409
H -1.815 -2.097 3.933
H -0.870 -0.589 -0.772
H -0.287 -0.892 0.821
H 1.202 2.229 -1.639
H 0.955 0.668 -2.433
H -0.433 1.554 -1.774
H 0.506 1.167 1.827
H -0.871 1.509 0.766
H 0.566 2.544 0.728
H 4.819 -1.722 0.169
H 4.774 -0.068 0.832
H 4.584 -0.324 -0.902
H 1.522 -0.980 2.028
H 3.200 -0.607 2.421
H 2.746 -2.249 1.950
H 2.761 -2.821 -0.544
H 2.599 -1.512 -1.697
F 8.734 1.093 4.791
C 7.508 1.331 4.275
C 6.424 1.353 5.130
C 5.167 1.596 4.592
C 5.013 1.812 3.229
C 6.126 1.784 2.400
C 7.391 1.540 2.915
H 6.573 1.182 6.188
H 4.305 1.618 5.246
H 4.034 1.995 2.804
H 5.999 1.948 1.337
H 8.271 1.509 2.289
F -3.096 2.323 -0.770
C -4.135 3.078 -1.195
C -5.068 3.497 -0.269
C -6.130 4.270 -0.717
C -6.243 4.605 -2.059
C -5.287 4.164 -2.964
C -4.216 3.391 -2.537
H -4.958 3.218 0.769
H -6.874 4.611 -0.008
H -7.074 5.207 -2.400
H -5.371 4.421 -4.012
H -3.457 3.033 -3.219
*
```

Gap between HOMO and LUMO (alpha / beta) = 8.6344 / 9.8293 eV
DFT total energy = -42874.593 eV
Highest occupied orbital energy (alpha / beta) = -7.909 / -9.106 eV
⟨S²⟩ = 0.754